The following is a quantum chemistry calculation of C23H35N2OZr as an isolated structure, from the Open Molecules 2025 dataset.

XYZ file:
```
62
Properties=species:S:1:pos:R:3:forces:R:3
C 1.052222 -2.514915 0.732196 -0.102 0.237 -1.095
C 2.004662 -1.829517 -0.095668 -0.985 -0.426 -0.245
C 1.432605 -1.675022 -1.399759 -0.438 -0.493 0.649
C 0.110123 -2.236316 -1.380333 0.952 -0.341 0.770
C -0.127389 -2.756355 -0.058415 0.837 0.095 -0.307
Zr 0.056973 -0.320802 0.187041 -1.697 0.326 -1.623
C -2.601806 1.669694 -0.238628 -2.293 -2.045 2.797
C -2.271031 0.987250 0.943197 -1.125 1.591 -1.733
H -2.163614 1.574615 1.867781 0.169 -0.032 -0.454
C -2.038447 -0.448806 1.033980 0.631 -1.506 -0.041
H -2.702648 -1.137408 0.494115 0.035 0.359 0.231
H -1.882093 -0.826428 2.056093 -0.335 0.131 -0.117
C -2.993773 3.121681 -0.233461 0.208 0.267 -0.116
H -2.463621 3.691174 0.534640 -0.015 -0.041 -0.053
H -2.780158 3.566891 -1.213776 -0.008 0.000 0.249
H -4.069793 3.267243 -0.058263 0.195 -0.320 0.005
C -3.085906 0.911521 -1.445884 0.107 -0.250 -0.584
H -2.765380 -0.139256 -1.487535 0.032 0.337 0.132
H -4.188221 0.890736 -1.518374 0.320 0.237 0.290
H -2.721006 1.385348 -2.368310 -0.112 -0.074 0.189
C 3.386136 -1.429546 0.294590 0.442 0.239 0.142
H 3.459558 -1.243829 1.374225 0.018 -0.042 -0.205
H 4.126328 -2.208523 0.049877 -0.267 0.174 0.045
H 3.702017 -0.516267 -0.230322 -0.041 -0.217 0.121
C 2.173255 -1.127054 -2.572514 0.308 0.322 -0.372
H 2.405483 -0.058040 -2.449569 -0.057 -0.294 -0.093
H 3.133392 -1.649439 -2.703873 -0.303 0.050 0.043
H 1.602250 -1.230518 -3.503298 0.161 -0.004 0.274
C -0.777902 -2.436479 -2.560032 -0.309 0.152 -0.388
H -0.827516 -1.539954 -3.190016 -0.046 -0.230 0.134
H -0.410973 -3.259606 -3.193454 -0.080 0.191 0.235
H -1.800231 -2.685637 -2.252493 0.214 0.061 -0.100
C -1.288536 -3.595017 0.356997 -0.336 -0.283 0.106
H -2.200955 -3.333238 -0.192762 0.205 -0.043 0.182
H -1.087299 -4.659984 0.158277 -0.023 0.292 0.043
H -1.499999 -3.499222 1.429618 -0.012 0.009 -0.268
C 1.315638 -3.014065 2.113051 0.002 -0.009 0.504
H 0.398225 -3.394110 2.581177 0.258 0.112 -0.080
H 2.048570 -3.838801 2.104427 -0.258 0.285 -0.043
H 1.728047 -2.223346 2.760024 -0.082 -0.239 -0.105
C -0.194301 1.116485 -1.548768 -0.100 -0.906 -0.876
C -0.393178 2.283160 -0.830864 3.514 0.539 1.165
C -0.017695 1.215353 -2.942096 0.253 0.756 0.051
C -0.095052 3.557546 -1.366115 0.113 -0.273 -0.031
H -0.355168 2.119320 0.291256 -0.275 1.247 -1.367
C 0.264021 2.473885 -3.504775 0.039 -0.384 0.108
H -0.034387 0.327482 -3.589043 0.174 0.504 0.323
C 0.291864 3.631169 -2.705882 -0.525 -0.007 0.155
H -0.125286 4.448884 -0.725147 0.039 -0.385 -0.373
H 0.530989 2.538614 -4.561974 -0.174 0.048 0.287
H 0.583232 4.598506 -3.127341 -0.167 -0.411 0.059
C 0.184783 0.227578 4.466547 0.048 0.029 0.211
N 1.284959 1.049670 3.946903 0.080 0.152 -0.104
C 1.592559 1.205081 2.667956 0.128 -0.200 -1.344
N 2.610543 2.030031 2.323272 -0.520 -0.419 0.088
O 0.964064 0.588347 1.715230 1.540 1.404 2.774
H -0.409192 -0.193010 3.647479 0.306 0.230 0.173
H -0.456054 0.850338 5.096695 0.044 -0.103 -0.174
H 0.588412 -0.582600 5.080900 -0.065 0.083 -0.176
H 1.859630 1.590949 4.591608 -0.473 -0.387 -0.065
H 2.804567 2.129417 1.331223 0.042 0.098 0.483
H 3.133527 2.555137 3.018360 -0.188 -0.192 -0.490
```
Positions in Å, forces in eV/Å.

## Properties
E: -30721.878 eV
total charge: +1
multiplicity: 1
orbital gap: 6.997 eV
LUMO level: -0.09604 Eh

Population analysis type natural (NBO), resulting atomic charges in e: number 1, C, carries -0.148; number 2, C, carries -0.152; number 3, C, carries -0.095; number 4, C, carries -0.138; number 5, C, carries -0.129; number 6, Zr, carries 2.118; number 7, C, carries 0.133; number 8, C, carries -0.322; number 9, H, carries 0.208; number 10, C, carries -0.937; number 11, H, carries 0.244; number 12, H, carries 0.227; number 13, C, carries -0.664; number 14, H, carries 0.213; number 15, H, carries 0.227; number 16, H, carries 0.242; number 17, C, carries -0.670; number 18, H, carries 0.219; number 19, H, carries 0.239; number 20, H, carries 0.229; number 21, C, carries -0.632; number 22, H, carries 0.216; number 23, H, carries 0.244; number 24, H, carries 0.221; number 25, C, carries -0.637; number 26, H, carries 0.232; number 27, H, carries 0.233; number 28, H, carries 0.233; number 29, C, carries -0.634; number 30, H, carries 0.228; number 31, H, carries 0.239; number 32, H, carries 0.229; number 33, C, carries -0.629; number 34, H, carries 0.228; number 35, H, carries 0.235; number 36, H, carries 0.223; number 37, C, carries -0.631; number 38, H, carries 0.230; number 39, H, carries 0.243; number 40, H, carries 0.207; number 41, C, carries -0.538; number 42, C, carries -0.245; number 43, C, carries -0.142; number 44, C, carries -0.223; number 45, H, carries 0.188; number 46, C, carries -0.238; number 47, H, carries 0.195; number 48, C, carries -0.211; number 49, H, carries 0.219; number 50, H, carries 0.222; number 51, H, carries 0.226; number 52, C, carries -0.415; number 53, N, carries -0.555; number 54, C, carries 0.835; number 55, N, carries -0.784; number 56, O, carries -0.813; number 57, H, carries 0.235; number 58, H, carries 0.228; number 59, H, carries 0.224; number 60, H, carries 0.414; number 61, H, carries 0.436; number 62, H, carries 0.419